[1]
{"formula": "C30H53ClF7N4O9PS2Si2", "method": "wB97M-V/def2-TZVPD", "elements": ["C", "C", "O", "C", "P", "O", "O", "C", "S", "O", "O", "F", "S", "O", "O", "C", "F", "F", "C", "F", "F", "F", "C", "Cl", "N", "C", "C", "C", "N", "F", "C", "C", "C", "C", "C", "N", "C", "C", "C", "C", "C", "C", "C", "O", "C", "C", "O", "H", "H", "H", "H", "H", "H", "H", "H", "H", "H", "H", "H", "H", "H", "H", "H", "H", "H", "H", "H", "H", "H", "H", "H", "H", "H", "H", "H", "H", "H", "H", "H", "H", "H", "H", "C", "Si", "C", "C", "N", "Si", "C", "C", "C", "H", "H", "H", "H", "H", "H", "H", "H", "H", "H", "H", "H", "H", "H", "H", "H", "H", "H"], "xyz": [[1.16660, -2.24302, 2.04965], [1.72922, -1.82424, 0.69672], [1.31720, -0.46002, 0.43253], [1.39226, 0.06877, -0.84095], [2.01039, 1.76252, -0.33826], [1.96694, 2.86999, -1.31710], [2.46878, -0.65699, -1.47746], [2.72455, -0.79963, -2.81115], [3.13679, -2.63160, -3.03052], [3.44195, -3.12431, -1.74402], [4.03919, -2.76123, -4.11239], [1.76626, -3.23989, -3.43327], [4.42624, 0.04965, -2.94658], [4.29498, 1.42337, -2.58519], [5.23932, -0.77229, -2.11273], [5.20804, 0.01594, -4.66223], [4.44820, -0.53244, -5.60397], [6.31817, -0.69568, -4.53530], [5.62189, 1.43806, -5.13904], [6.20490, 1.27465, -6.32739], [4.56221, 2.21516, -5.30955], [6.48983, 1.98571, -4.31963], [1.60825, -0.31453, -3.77593], [1.71766, 1.41034, -4.19337], [1.63133, -1.06963, -4.90180], [1.12919, -0.91120, -6.07777], [2.02384, -0.82672, -7.26099], [-0.35017, -0.91697, -6.32785], [0.18364, -0.40062, -3.03949], [-0.27368, -1.67327, -3.23449], [0.01427, 0.06717, -1.57189], [-0.97226, -0.90517, -0.88449], [-1.47269, -0.42886, 0.49812], [-2.96867, -0.64271, 0.72014], [-3.47793, 0.35298, 1.76740], [-3.78395, 1.63080, 1.15177], [-2.98116, 2.73189, 1.17539], [-3.57502, 3.71263, 0.44709], [-4.79287, 3.19057, -0.03956], [-4.88912, 1.91095, 0.41223], [-0.65339, 1.45272, -1.66283], [-2.15283, 1.54008, -1.97899], [-2.69922, 0.80956, -3.20026], [-4.08825, 0.57807, -2.96154], [-4.74125, 0.01378, -4.03935], [-5.26754, -1.36210, -3.75921], [-4.86585, 0.60558, -5.08236], [1.79334, -3.02444, 2.46981], [0.17253, -2.67340, 1.93823], [1.09403, -1.40022, 2.73514], [1.37294, -2.50986, -0.06923], [2.81305, -1.87462, 0.74258], [1.19816, 1.92251, 0.79374], [3.29599, 1.50460, 0.15027], [2.70965, -1.67230, -7.26572], [1.46692, -0.80361, -8.19090], [2.59888, 0.09743, -7.17924], [-0.82731, -1.57240, -5.60309], [-0.76102, 0.08785, -6.18633], [-0.57936, -1.26590, -7.32778], [-0.40075, 0.22856, -3.59761], [-1.84494, -1.03484, -1.52062], [-0.54192, -1.89604, -0.76789], [-0.95049, -0.99841, 1.25412], [-1.23533, 0.61004, 0.71271], [-3.52456, -0.45238, -0.19968], [-3.19364, -1.64823, 1.07208], [-2.72537, 0.55260, 2.52947], [-4.35394, -0.02875, 2.28586], [-2.04581, 2.75171, 1.70949], [-3.18085, 4.69712, 0.26829], [-5.50658, 3.69687, -0.66438], [-5.68747, 1.21322, 0.23104], [-0.53771, 1.91550, -0.68518], [-0.10328, 2.11712, -2.32537], [-2.35008, 2.59905, -2.14007], [-2.78746, 1.29676, -1.12993], [-2.24243, -0.16808, -3.38918], [-2.61577, 1.41541, -4.10693], [-4.51130, -2.10787, -3.99789], [-5.50437, -1.46768, -2.70307], [-6.17358, -1.53225, -4.33024], [-1.14612, -2.92843, 6.12609], [-0.14785, -1.44612, 6.76275], [1.50576, -2.15278, 7.37607], [-1.07163, -0.80892, 8.29391], [0.00001, -0.32426, 5.53573], [0.77620, 1.14814, 5.55652], [2.64743, 1.05865, 5.86946], [0.07555, 2.41553, 6.78178], [0.56854, 1.89748, 3.82994], [-1.27201, -3.69641, 6.89741], [-2.13975, -2.60465, 5.80669], [-0.63962, -3.38739, 5.27280], [1.35396, -3.03795, 8.00484], [2.05747, -1.42260, 7.97364], [2.12884, -2.44569, 6.52808], [-1.99392, -0.30652, 7.99491], [-0.46359, -0.10289, 8.86523], [-1.33824, -1.62914, 8.97067], [2.86379, 0.83120, 6.91559], [3.14358, 2.00876, 5.63506], [3.09779, 0.28162, 5.24752], [-1.01315, 2.44969, 6.70643], [0.45941, 3.42405, 6.58524], [0.34309, 2.16273, 7.81028], [-0.49001, 2.02734, 3.58503], [1.02622, 1.22149, 3.09790], [1.06185, 2.87419, 3.74580]], "forces_ev_per_angstrom": [[-0.3, 0.1, -0.4], [0.0, -0.6, 0.8], [-0.1, 0.0, -0.3], [0.6, 0.3, 0.6], [0.1, 1.1, -0.1], [-0.1, -0.1, -0.2], [-0.2, 0.0, -0.5], [-1.0, -0.1, 0.1], [1.2, 0.4, 0.6], [-0.3, -0.2, 0.0], [-0.3, -0.1, -0.3], [-0.2, -0.1, -0.1], [0.9, 0.2, 1.1], [-0.6, 0.1, -0.4], [-0.1, -0.4, -0.3], [0.4, 0.1, -0.1], [-0.4, 0.0, 0.0], [0.1, -0.1, 0.1], [0.0, -0.3, -0.3], [0.1, 0.0, -0.2], [-0.2, 0.2, 0.1], [0.0, 0.2, 0.3], [0.4, -1.2, -0.8], [-0.1, 0.1, 0.4], [0.9, 1.5, -0.8], [-0.6, -0.8, 0.2], [-0.1, -0.2, -0.1], [0.1, 0.0, 0.4], [0.4, 0.8, 0.7], [-0.1, -0.1, 0.0], [-0.9, -0.6, 0.1], [-0.2, 0.0, 0.4], [0.0, -0.4, 0.0], [0.0, 0.4, 0.3], [0.0, 0.1, 0.0], [0.0, -0.4, 0.4], [0.6, -0.1, 0.2], [-0.1, 0.6, -0.4], [-0.1, 0.5, -0.3], [-0.5, -0.1, -0.3], [0.0, 0.3, -0.1], [-0.1, 0.1, -0.2], [-0.3, 0.5, -0.1], [0.1, -0.6, -0.1], [-0.2, 0.6, -0.7], [-0.4, 0.2, 0.4], [0.3, -0.5, 0.7], [0.1, 0.1, 0.1], [-0.1, 0.0, 0.1], [0.1, 0.0, 0.2], [0.1, 0.1, -0.3], [0.1, 0.2, -0.3], [0.1, 0.0, 0.1], [0.0, -0.5, 0.1], [0.2, 0.1, 0.0], [-0.1, -0.1, -0.1], [0.2, 0.0, 0.1], [-0.1, 0.0, 0.0], [0.0, 0.1, -0.2], [-0.1, 0.1, -0.1], [-0.2, -0.3, -0.2], [0.0, 0.1, -0.2], [0.2, 0.0, -0.1], [0.1, 0.1, 0.2], [0.1, 0.1, -0.2], [-0.1, -0.2, -0.1], [0.1, -0.2, -0.2], [0.1, -0.2, 0.1], [-0.2, 0.0, -0.1], [0.0, -0.1, 0.2], [0.0, 0.1, 0.1], [-0.1, 0.0, 0.0], [0.1, -0.3, 0.2], [0.0, 0.1, 0.0], [0.2, -0.1, 0.0], [0.0, 0.1, 0.1], [0.2, -0.3, 0.1], [0.0, -0.1, 0.0], [0.2, 0.0, -0.1], [0.1, 0.0, -0.1], [0.1, 0.0, 0.1], [0.1, -0.1, -0.2], [0.0, -0.1, 0.3], [-0.1, 0.2, -0.5], [-0.2, -0.2, 0.2], [0.1, -0.3, 0.1], [0.2, 0.1, 0.1], [-0.4, -0.7, 0.0], [0.0, 0.4, -0.1], [0.2, 0.2, -0.2], [0.3, 0.5, -0.2], [0.0, 0.0, -0.1], [0.0, 0.0, 0.0], [0.0, 0.0, 0.0], [0.0, 0.0, 0.0], [0.0, 0.0, -0.1], [0.0, 0.0, 0.0], [0.0, 0.0, 0.0], [0.0, 0.1, 0.0], [0.0, 0.0, 0.0], [0.0, -0.1, 0.0], [0.0, 0.0, 0.0], [0.0, -0.1, 0.0], [0.0, 0.0, 0.0], [0.0, 0.0, 0.0], [-0.1, -0.1, 0.0], [0.0, -0.1, 0.0], [-0.1, 0.0, 0.0], [0.0, 0.0, -0.1]], "homo_lumo_gap_ev": 3.14, "lumo_energy_ev": -2.482, "total_energy_ha": -4946.8177}

[2]
{"formula": "C30H53N3O9", "method": "wB97M-V/def2-TZVPD", "elements": ["O", "C", "N", "C", "C", "C", "N", "C", "O", "C", "C", "C", "C", "O", "N", "C", "O", "H", "H", "H", "C", "C", "O", "C", "C", "H", "H", "H", "H", "H", "H", "H", "H", "H", "H", "C", "C", "O", "C", "C", "H", "H", "H", "H", "H", "H", "H", "H", "H", "H", "C", "C", "O", "C", "C", "H", "H", "H", "H", "H", "H", "H", "H", "H", "H", "C", "C", "O", "C", "C", "H", "H", "H", "H", "H", "H", "H", "H", "H", "H", "C", "C", "O", "C", "C", "H", "H", "H", "H", "H", "H", "H", "H", "H", "H"], "xyz": [[4.87411, -1.00030, 1.11991], [4.55337, -0.66849, 0.05281], [4.15184, -0.25638, -1.03324], [3.08881, 0.70496, -0.75475], [3.45217, 2.04570, -0.66060], [2.47276, 3.01258, -0.35553], [2.78312, 4.41435, -0.20758], [3.39381, 4.50947, 0.85597], [3.86419, 4.50899, 1.91753], [1.18398, 2.55913, -0.16635], [0.82280, 1.18555, -0.29224], [1.77767, 0.23102, -0.57798], [-0.70114, 1.09129, -0.06380], [-1.50381, 0.34210, -0.49862], [-0.94362, 2.24152, 0.81748], [-0.12487, 3.28768, 0.18879], [-0.44509, 4.41336, 0.02182], [4.49181, 2.33910, -0.82531], [1.50797, -0.82253, -0.65490], [-0.29012, 1.98145, 1.57091], [3.80546, 1.70129, 5.14267], [2.92312, 2.25596, 4.03915], [1.69469, 1.55873, 3.88165], [0.82817, 1.55676, 5.00499], [0.38297, 2.94355, 5.43601], [3.98458, 0.63513, 4.99215], [4.76473, 2.22069, 5.15767], [3.34765, 1.82053, 6.12629], [3.44708, 2.16086, 3.08693], [2.73592, 3.32473, 4.18419], [1.28906, 1.01703, 5.83894], [-0.04873, 0.97840, 4.70930], [1.22020, 3.54431, 5.79498], [-0.34640, 2.87320, 6.24390], [-0.07003, 3.47910, 4.59932], [8.74601, -5.15868, 1.28670], [7.74485, -4.55819, 0.31547], [6.53365, -5.28667, 0.22057], [5.78112, -5.40629, 1.41521], [5.33742, -4.07343, 1.99247], [8.94298, -6.20295, 1.03842], [9.68606, -4.60578, 1.25264], [8.38087, -5.12974, 2.31488], [8.17681, -4.56191, -0.68641], [7.54024, -3.50981, 0.56143], [6.33681, -5.98887, 2.15828], [4.89856, -5.99418, 1.15899], [6.18651, -3.46953, 2.31651], [4.69154, -4.23049, 2.85780], [4.79141, -3.49666, 1.24733], [-4.76702, -0.92903, -1.19375], [-5.11093, -0.00235, -0.04204], [-6.50147, 0.08176, 0.22700], [-7.14437, -1.12803, 0.59460], [-6.58669, -1.75272, 1.86252], [-5.31757, -0.64653, -2.09310], [-3.69828, -0.88767, -1.40807], [-5.02211, -1.96684, -0.96757], [-4.78987, 1.00880, -0.29557], [-4.56478, -0.28177, 0.86565], [-7.11942, -1.84119, -0.23649], [-8.19418, -0.87761, 0.75675], [-5.55106, -2.07331, 1.73398], [-7.17410, -2.62862, 2.14350], [-6.60801, -1.03575, 2.68564], [-4.95888, -5.33385, -2.19830], [-6.16542, -5.02222, -1.33035], [-6.98152, -3.98307, -1.84085], [-7.56248, -4.20624, -3.11350], [-8.48111, -5.41501, -3.16262], [-4.37010, -4.43190, -2.37563], [-4.32500, -6.07805, -1.71354], [-5.25163, -5.73059, -3.17209], [-5.81933, -4.68023, -0.35298], [-6.76332, -5.92248, -1.15035], [-6.78326, -4.27561, -3.88037], [-8.14266, -3.31098, -3.34154], [-7.93583, -6.34547, -2.99517], [-8.96473, -5.48396, -4.13809], [-9.25114, -5.34288, -2.39254], [0.33024, 6.62642, -2.48619], [1.76518, 6.54316, -2.97514], [2.02982, 5.40525, -3.77990], [1.28201, 5.30002, -4.97783], [1.49827, 6.45714, -5.93806], [0.04989, 5.71224, -1.96424], [0.20928, 7.47038, -1.80521], [-0.37239, 6.76204, -3.31123], [2.42866, 6.46202, -2.11325], [2.05407, 7.45868, -3.50419], [0.21748, 5.17399, -4.75162], [1.60819, 4.37554, -5.45714], [1.13486, 7.39941, -5.52486], [0.96701, 6.27744, -6.87399], [2.56070, 6.58200, -6.15498]], "forces_ev_per_angstrom": [[0.2, -0.1, -0.7], [-0.1, 0.1, 0.5], [-0.1, 0.0, 0.8], [0.1, -0.2, -0.3], [-0.4, 0.3, 0.0], [-0.1, -0.7, -0.7], [0.6, -0.5, 0.5], [-0.4, -0.2, 0.6], [0.2, 0.6, -0.6], [-1.5, -0.4, -0.3], [0.3, 0.7, -0.5], [-0.2, 0.3, -0.2], [1.8, 0.7, 0.5], [-0.2, -0.3, 0.0], [-0.7, 0.0, -0.2], [1.4, -0.8, 0.2], [-0.1, 0.3, 0.1], [-0.4, -0.1, 0.1], [0.3, 0.3, -0.1], [-0.7, 0.2, 0.5], [-0.1, -0.1, 0.2], [0.1, 0.0, 0.0], [-0.1, -0.1, -0.3], [-0.1, 0.1, 0.1], [0.2, 0.1, 0.0], [0.0, 0.0, -0.1], [0.0, 0.0, 0.0], [0.0, 0.1, 0.0], [-0.1, -0.1, 0.0], [0.0, 0.0, 0.1], [0.0, 0.1, 0.0], [0.1, 0.0, -0.1], [0.0, 0.0, 0.1], [0.0, 0.0, 0.0], [-0.1, 0.0, 0.0], [-0.1, 0.0, 0.2], [0.1, 0.0, 0.0], [-0.1, -0.1, -0.2], [0.0, 0.0, 0.1], [0.2, 0.0, 0.0], [0.0, 0.0, -0.1], [0.0, 0.0, 0.0], [0.0, 0.1, 0.0], [-0.1, -0.1, 0.0], [0.0, 0.0, 0.1], [0.0, 0.0, 0.0], [0.1, 0.0, -0.2], [0.0, 0.0, 0.1], [0.0, 0.0, 0.0], [0.0, -0.1, 0.0], [0.0, -0.2, 0.0], [0.1, 0.0, -0.1], [-0.1, 0.2, 0.0], [0.0, -0.1, -0.1], [0.2, 0.0, 0.0], [0.0, 0.0, 0.0], [0.0, 0.1, 0.0], [0.0, 0.0, 0.0], [-0.1, 0.0, 0.1], [0.0, -0.1, 0.0], [0.1, -0.1, 0.0], [0.1, 0.2, -0.1], [0.0, -0.1, 0.0], [0.0, 0.0, 0.0], [-0.1, 0.0, 0.0], [0.0, 0.0, -0.2], [0.1, -0.1, 0.0], [0.0, 0.2, 0.1], [-0.1, -0.1, -0.1], [0.1, -0.1, 0.1], [0.0, 0.0, 0.1], [0.0, 0.0, 0.0], [0.0, -0.1, 0.0], [-0.1, 0.1, 0.0], [0.0, 0.0, -0.1], [0.0, -0.1, 0.0], [0.1, 0.1, 0.1], [0.0, 0.0, -0.1], [0.0, 0.0, 0.0], [0.0, 0.0, 0.0], [-0.1, -0.1, -0.2], [-0.1, 0.1, 0.1], [0.2, -0.2, 0.1], [-0.1, 0.0, -0.1], [0.0, 0.1, 0.1], [0.1, 0.1, 0.1], [0.0, 0.0, 0.0], [0.0, 0.1, 0.0], [0.0, -0.2, -0.1], [-0.1, 0.0, 0.0], [0.0, 0.1, 0.0], [0.1, 0.0, 0.1], [-0.1, 0.0, 0.0], [0.0, 0.0, 0.0], [0.0, -0.1, 0.0]], "homo_lumo_gap_ev": 8.64, "lumo_energy_ev": -0.499, "total_energy_ha": -2016.2028, "smiles": "O=C=Nc1cc(N=C=O)c2c(c1)C(=O)NC2=O.CCOCC.CCOCC.CCOCC.CCOCC.CCOCC"}